1.
ORCA calculation (the ωB97M-V functional and the def2-TZVPD basis) on a single C4H6N2 molecule.

## Properties
Max |F| in Eh/bohr: 0.056
ΔE to the lowest compared entry with this formula, charge and spin in kJ/mol: 47.7
Structure (SMILES): Cc1ncc[nH]1
DFT total energy in eV: -7225.097

Last column: Löwdin charge in e.
Element x y z (Å)
N (0.834, -0.554, -0.059)  0.06
N (-0.653, 0.736, 0.840)  0.07
C (0.081, 0.176, 1.858)  -0.14
C (-0.166, 0.328, -0.279)  -0.45
C (-0.770, 0.557, -1.657)  -0.02
C (0.989, -0.658, 1.272)  -0.15
H (1.056, -1.222, -0.825)  0.18
H (-1.680, -0.172, -1.639)  0.11
H (-1.050, 1.660, -1.706)  0.10
H (1.625, -1.351, 1.747)  0.09
H (-0.120, 0.241, 2.937)  0.10
H (-0.145, 0.259, -2.489)  0.05


2.
ORCA calculation (the ωB97M-V functional and the def2-TZVPD basis) on a single C6H12N2O molecule.

## Properties
Max |F| in Eh/bohr: 0.023
ΔE to the lowest compared entry with this formula, charge and spin in kJ/mol: 16.1
Structure (SMILES): NCC[C@@H]1CCC(=O)N1
DFT total energy in eV: -11444.504

Last column: Löwdin charge in e.
Element x y z (Å)
O (3.253, 0.608, -0.749)  0.07
N (-0.555, -2.144, 1.663)  -0.01
N (1.056, -0.174, -0.911)  0.10
C (-1.296, -0.599, -0.277)  -0.14
C (1.304, 2.118, -0.611)  -0.08
C (2.051, 0.784, -0.770)  -0.47
C (-0.045, 0.219, -0.010)  -0.34
C (-1.490, -1.883, 0.596)  -0.27
C (-0.160, 1.716, -0.359)  -0.13
H (-1.269, -0.886, -1.323)  0.11
H (-2.156, 0.056, -0.152)  0.10
H (-0.502, 2.244, 0.527)  0.11
H (1.756, 2.622, 0.237)  0.12
H (1.474, 2.660, -1.534)  0.12
H (1.354, -1.139, -0.895)  0.14
H (-2.489, -1.843, 1.021)  0.10
H (0.403, -2.166, 1.359)  0.06
H (-1.501, -2.740, -0.073)  0.10
H (-0.667, -1.523, 2.445)  0.07
H (0.283, 0.184, 1.028)  0.13
H (-0.805, 1.885, -1.212)  0.11


3.
ORCA calculation (the ωB97M-V functional and the def2-TZVPD basis) on 2 unconnected molecules or ions with the total composition C5H17N2O.

## Properties
Max |F| in Eh/bohr: 0.048
ΔE to the lowest compared entry with this formula, charge and spin in kJ/mol: 147.0
DFT total energy in eV: -10481.411
Net charge: +1

Last column: Löwdin charge in e.
Element x y z (Å)
O (-2.868, -2.282, -2.028)  -0.05
N (0.459, 1.051, 0.503)  -0.26
N (-1.288, -0.873, -0.019)  0.19
C (2.356, 0.463, -1.048)  -0.06
C (1.656, 1.575, -0.186)  -0.23
C (0.737, -0.110, 1.370)  -0.18
C (-0.225, 2.162, 1.184)  -0.07
C (-0.048, -1.296, 0.791)  -0.10
H (2.465, 1.876, 0.511)  0.12
H (0.493, 2.958, 1.460)  0.10
H (-0.419, -2.107, 1.411)  0.13
H (-1.962, -0.445, 0.608)  0.17
H (-2.299, -3.074, -1.977)  0.06
H (1.437, 2.399, -0.857)  0.12
H (3.441, 0.478, -0.953)  0.08
H (0.573, -1.705, -0.010)  0.11
H (-0.984, -0.128, -0.656)  0.15
H (2.096, -0.490, -0.569)  0.04
H (-0.632, 1.764, 2.116)  0.08
H (0.347, 0.094, 2.382)  0.12
H (-0.915, 2.631, 0.480)  0.09
H (2.008, 0.529, -2.077)  0.08
H (1.774, -0.385, 1.573)  0.14
H (-1.607, -1.694, -0.531)  0.11
H (-3.697, -2.640, -2.327)  0.05


4.
ORCA calculation (the ωB97M-V functional and the def2-TZVPD basis) on a molecular structure, C3H9NP.

## Properties
Max |F| in Eh/bohr: 0.081
ΔE to the lowest compared entry with this formula, charge and spin in kJ/mol: 274.0
DFT total energy in eV: -14025.127
Net charge: +1

Last column: Löwdin charge in e.
Element x y z (Å)
P (-1.358, 0.272, -0.319)  0.99
N (0.690, -0.049, 0.574)  -0.16
C (1.672, -0.693, -0.332)  -0.13
C (1.898, 0.686, 0.129)  -0.13
C (-2.830, -0.192, 0.308)  -0.24
H (-0.985, -0.641, -1.175)  -0.05
H (0.573, -0.252, 1.621)  0.17
H (-3.569, 0.457, 0.732)  0.01
H (2.374, -1.493, 0.040)  0.15
H (-3.254, -1.190, 0.307)  0.03
H (2.630, 0.741, 0.796)  0.06
H (1.230, -0.788, -1.358)  0.11
H (-0.928, 1.547, -0.774)  0.03
H (1.858, 1.594, -0.549)  0.15


5.
ORCA calculation (the ωB97M-V functional and the def2-TZVPD basis) on a single C5H10O2 molecule.

## Properties
Max |F| in Eh/bohr: 0.009
ΔE to the lowest compared entry with this formula, charge and spin in kJ/mol: 115.0
Structure (SMILES): CC(=O)CCCO
DFT total energy in eV: -9441.851

Last column: Löwdin charge in e.
Element x y z (Å)
O (1.585, 1.707, -0.804)  -0.06
O (-1.104, 1.480, -0.223)  0.06
C (1.568, 0.303, -0.827)  -0.29
C (-2.163, -0.632, -0.381)  -0.01
C (1.359, -0.320, 0.553)  -0.16
C (-0.083, -0.212, 1.130)  -0.11
C (-1.114, 0.317, 0.141)  -0.44
H (-0.090, 0.476, 1.981)  0.12
H (2.536, -0.023, -1.219)  0.12
H (-0.399, -1.192, 1.502)  0.11
H (2.059, 0.162, 1.243)  0.11
H (0.681, 1.989, -0.589)  0.06
H (-2.632, -0.202, -1.268)  0.09
H (1.649, -1.376, 0.501)  0.11
H (-2.928, -0.780, 0.391)  0.09
H (-1.726, -1.610, -0.608)  0.09
H (0.803, -0.085, -1.524)  0.12